1.
2 unconnected molecules or ions with the total composition CH2N2OS2, computed with wB97M-V/def2-TZVPD.

Structure (ORCA input):
```
! RIJCOSX wB97M-V def2-TZVPD def2/J DEFGRID3
* xyz 0 1
C 0.3055 -0.4422 1.0228
N -0.3257 0.5010 -1.3804
N 0.6457 0.6655 -0.6466
O -0.6173 0.9822 -2.4663
S 1.4388 -0.4523 2.1143
S -1.2641 -0.7634 0.5589
H 1.2033 1.4696 -0.6281
H -1.3863 -1.9604 1.4253
*
```

Calculated values
relative energy (zero: lowest compared OMol25 entry of this formula, charge and spin): 4.323 eV
strongest force on any atom: 3.4 eV/A
HOMO energy: -8.194 eV
Kohn-Sham gap: 7.168 eV



2.
C5H8N2 in the gas phase, computed with wB97M-V/def2-TZVPD.

Structure (ORCA input):
```
! RIJCOSX wB97M-V def2-TZVPD def2/J DEFGRID3
* xyz 0 1
C 0.5846 -0.2399 -1.8654
N 0.5387 -0.3636 -0.4253
C -0.6492 -0.4560 0.4415
C -0.1267 -0.6875 1.8180
C -1.2985 0.9472 0.5887
C 1.2454 -0.4792 1.5882
N 1.6061 -0.3301 0.2895
H -0.1754 -0.8871 -2.3133
H 1.5709 -0.5562 -2.2087
H 0.4007 0.7936 -2.1820
H -1.3551 -1.1797 0.0228
H -0.7833 1.5165 1.3718
H -2.3400 0.8319 0.9010
H -1.2579 1.5145 -0.3501
H 2.0397 -0.4244 2.3234
*
```

Calculated values
relative energy (zero: lowest compared OMol25 entry of this formula, charge and spin): 3.991 eV
strongest force on any atom: 0.4 eV/A
HOMO energy: -8.207 eV
Kohn-Sham gap: 8.084 eV



3.
A molecular structure, C38H35O2P2V, computed with wB97M-V/def2-TZVPD.

Structure (ORCA input):
```
! RIJCOSX wB97M-V def2-TZVPD def2/J DEFGRID3
* xyz 2 3
C -2.2612 1.3119 0.7108
C -1.0116 1.8691 0.4272
C -0.8992 2.8302 -0.5831
C -2.0244 3.2392 -1.2912
C -3.2758 2.6922 -0.9919
C -3.3863 1.6984 -0.0114
P 0.4796 1.1787 1.2147
C 1.6063 2.6213 1.1498
C 2.7073 2.6142 0.2818
C 3.5642 3.7157 0.2572
C 3.2806 4.8483 1.0285
C 2.1543 4.8625 1.8625
C 1.3352 3.7344 1.9465
V 1.4443 -0.7188 0.6969
P -0.0044 -1.4460 -0.7776
C -0.4804 -0.4211 -2.2151
C -1.7974 -0.3147 -2.6652
C -2.1117 0.5049 -3.7495
C -1.1159 1.2616 -4.3706
C 0.2006 1.1916 -3.9005
C 0.5228 0.3380 -2.8436
C 0.8211 -2.8984 -1.5631
C 1.4363 -3.8457 -0.7291
C 2.1762 -4.8897 -1.2890
C 2.3212 -4.9875 -2.6783
C 1.7090 -4.0421 -3.5074
C 0.9392 -3.0152 -2.9550
C -1.5435 -2.1726 -0.0966
C -1.7938 -2.1296 1.2868
C -2.9209 -2.7694 1.8060
C -3.7748 -3.4952 0.9675
C -3.5038 -3.5647 -0.4049
C -2.3953 -2.8991 -0.9328
C -0.0471 1.0818 2.9779
C -1.0804 1.8695 3.4985
C -1.4638 1.7369 4.8353
C -0.7885 0.8383 5.6712
C 0.2504 0.0565 5.1526
C 0.6237 0.1658 3.8085
H 1.3522 -3.7553 0.3623
H 2.6458 -5.6317 -0.6414
H 2.9118 -5.7949 -3.1117
H 1.8258 -4.0962 -4.5901
H 0.4450 -2.2970 -3.6096
H -2.5931 -0.8755 -2.1814
H -3.1443 0.5631 -4.0911
H -1.3678 1.9085 -5.2137
H 0.9739 1.8065 -4.3609
H 1.5626 0.2595 -2.5029
H -1.0994 -1.6134 1.9606
H -3.1328 -2.7166 2.8746
H -4.6432 -4.0115 1.3795
H -4.1471 -4.1420 -1.0679
H -2.1957 -2.9505 -2.0061
H -1.6121 2.5849 2.8661
H -2.2890 2.3391 5.2157
H -1.0744 0.7520 6.7209
H 0.7706 -0.6445 5.8053
H 1.4357 -0.4594 3.4073
H 2.8930 1.7539 -0.3718
H 4.4546 3.6999 -0.3717
H 3.9282 5.7250 0.9815
H 1.9079 5.7432 2.4543
H 0.4794 3.7239 2.6234
H 0.0730 3.2795 -0.8104
H -1.9232 3.9699 -2.0919
H -4.1616 3.0237 -1.5269
H -4.3481 1.2303 0.1799
H -2.3739 0.5838 1.5206
H -6.0748 2.3856 -1.9031
H -6.2641 1.9843 -1.2848
C 5.6072 -1.8865 0.5091
O 4.1928 -1.7044 0.7633
C 3.4342 -0.9903 -0.1137
O 3.7953 -0.5568 -1.2113
H 5.7766 -2.9595 0.4297
H 6.1327 -1.5017 1.3820
H 5.9540 -1.3800 -0.3977
*
```

Calculated values
relative energy (zero: lowest compared OMol25 entry of this formula, charge and spin): 0.000 eV
strongest force on any atom: 5.8 eV/A
<S²>: 2.36
HOMO energy (spin up / spin down): -14.329 / -14.308 eV
Kohn-Sham gap (spin up / spin down): 5.876 / 7.287 eV



| no. | total energy (Ha) |
| --- | --- |
| 1 | -1020.2334 |
| 2 | -304.6888 |
| 3 | -3245.5609 |